Record 1
Formula: C17H25N3O4S2
Source: OMol25
Level of theory: ωB97M-V/def2-TZVPD

Structure (ORCA input):
```
! wB97M-V def2-TZVPD RIJCOSX def2/J DEFGRID3
* xyz 0 1
H -0.8642 -1.4776 -2.5562
O -3.4102 -2.4355 -2.7742
H -1.1413 -1.1600 -0.8538
C -1.0860 2.1678 -1.0363
N -1.8778 3.9633 2.0253
H 0.7807 -0.8345 3.0772
C 2.3699 -4.7059 2.3193
C -1.6141 -1.1736 -1.8320
H 0.4020 0.4774 -3.1145
H -3.1822 0.1100 -2.4970
S -4.3084 -0.0737 -0.0686
C 2.4881 1.0354 -0.4107
O -2.7051 -3.0666 -0.7632
C 3.3469 -0.7787 1.0170
O 1.2925 1.7730 2.2390
C 1.3757 0.3369 -1.2002
H 2.4140 -4.7991 1.2375
H 2.9145 -1.4457 1.7568
H 3.3606 -1.2613 0.0418
C -2.6801 -2.2429 -1.8487
N -0.2393 4.1123 0.1943
H 0.6377 3.1438 -1.6829
H -0.3611 -0.1233 1.9196
H 1.7544 1.5395 -2.9269
H 1.7866 -0.5893 -1.5964
H -2.6274 -2.5499 0.0471
C -2.0629 1.2180 -1.0581
H 2.3360 2.1104 -0.3697
C 0.6537 -0.4823 2.0589
H 0.5359 0.1044 -0.5556
C -1.0934 3.0934 0.0424
H 0.8429 -1.3178 1.3957
H -0.4516 2.7426 -2.9870
H -1.6174 0.6208 -3.0500
H -3.7410 1.9443 1.8524
O 2.0609 -3.3436 2.6109
N 2.6988 0.5379 0.9580
C 1.5667 0.6909 1.7826
H 4.3885 -0.6316 1.2985
C -0.0068 2.3653 -2.0676
H 3.4280 0.8877 -0.9368
C 0.8781 1.1508 -2.4075
H 1.5980 -5.3783 2.6996
C -3.0172 2.0127 1.0577
H -5.3400 0.7239 0.2037
C -2.0380 3.0219 1.0929
H 2.0159 -3.2501 3.5667
C -2.1488 0.2352 -2.1894
S -0.6192 4.8360 1.5451
H 3.3368 -4.9932 2.7383
C -3.0301 1.1590 0.0047
*
```

Its gap between HOMO and LUMO is 8.27 eV. The calculation puts the LUMO energy at -0.477 eV. The value obtained for the electronic energy is -52364.9316 eV. The calculation puts the highest occupied orbital energy at -0.32162 Eh.

=====

Record 2
Formula: C2H3NO2S
Source: OMol25
Level of theory: ωB97M-V/def2-TZVPD

Structure (ORCA input):
```
! wB97M-V def2-TZVPD RIJCOSX def2/J DEFGRID3
* xyz 0 3
S 2.1063 -0.1298 0.3151
H -1.0090 1.0146 -1.2510
N -0.9352 0.9550 -0.2374
H -1.7826 -1.0638 0.0444
O 2.5154 1.1362 -0.2238
C 0.3902 -0.6266 0.3153
O 1.1474 -1.1111 -0.7249
C -1.1528 -0.2241 0.3504
H -1.2797 0.0496 1.4119
*
```

Its gap between HOMO and LUMO (spin up / spin down) is 8.04 / 8.80 eV. The calculation puts the LUMO energy (spin up / spin down) at 0.443 / -1.462 eV. The value obtained for the electronic energy is -18536.0244 eV. The calculation puts the highest occupied orbital energy (spin up / spin down) at -0.27937 / -0.37724 Eh.

=====

Record 3
Formula: C5H9N3
Source: OMol25
Level of theory: ωB97M-V/def2-TZVPD

Structure (ORCA input):
```
! wB97M-V def2-TZVPD RIJCOSX def2/J DEFGRID3
* xyz 0 1
H -1.0443 2.7573 -0.3384
H 2.0242 -1.8360 0.8221
C -0.9800 -0.4262 0.5834
H -1.3434 -2.1143 -0.4438
C 1.1181 0.6262 -0.2404
N -1.4612 -1.1154 -0.5528
H 0.7755 -0.1614 1.7705
N -1.2872 0.9093 0.6248
H 1.0301 -2.0186 -0.4549
N 1.0520 -1.8168 0.5398
H -0.9804 1.3417 1.4868
C -0.9927 1.6848 -0.4727
C 0.4889 -0.5136 0.7776
H 3.0953 1.3007 -1.1575
C 2.1838 0.9649 -0.7287
H -1.2577 1.2995 -1.4434
H -2.4211 -0.8821 -0.7723
*
```

Its gap between HOMO and LUMO (spin up / spin down) is 7.65 / 7.23 eV. The calculation puts the LUMO energy (spin up / spin down) at 0.740 / 0.881 eV. The value obtained for the electronic energy is -9795.4423 eV. The calculation puts the highest occupied orbital energy (spin up / spin down) at -0.25393 / -0.23322 Eh.

=====

Record 4
Formula: CH7N2
Source: OMol25
Level of theory: ωB97M-V/def2-TZVPD

Structure (ORCA input):
```
! wB97M-V def2-TZVPD RIJCOSX def2/J DEFGRID3
* xyz 1 1
N 0.9156 0.4979 -0.0745
H 2.7455 -0.2082 0.1585
H 1.2915 -1.3454 -0.6437
N -1.7499 0.1100 0.1266
C 1.7198 -0.5105 -0.0765
H -2.4862 0.2993 -0.5402
H -1.6571 -0.9072 0.1638
H 1.3482 1.4170 -0.0912
H -1.9471 0.3392 1.0943
H -0.1803 0.3079 -0.1171
*
```

Its gap between HOMO and LUMO is 10.61 eV. The calculation puts the LUMO energy at -5.326 eV. The value obtained for the electronic energy is -4123.1276 eV. The calculation puts the highest occupied orbital energy at -0.58581 Eh.

=====

Record 5
Formula: C60H68BrNO3S
Source: OMol25
Level of theory: ωB97M-V/def2-TZVPD

Structure (ORCA input):
```
! wB97M-V def2-TZVPD RIJCOSX def2/J DEFGRID3
* xyz 0 1
C -6.6797 -2.0386 -0.9776
H 7.6504 1.0109 4.4505
C 3.1111 8.5748 2.1056
C -3.7363 -7.1006 -5.6939
C 7.8165 3.0849 3.9271
S -0.9197 0.6951 5.1791
C -2.1987 -0.9802 -5.1980
C -3.9797 -4.5393 -4.6491
C 5.2084 -3.4749 3.6714
H 1.9576 3.4007 2.0074
C 1.7317 8.7302 2.0787
H -3.8180 -3.8625 -6.6777
H 8.8987 3.0781 3.9278
H -8.2784 -2.6167 0.3306
H 3.6732 1.9819 1.5040
H -2.9980 1.0048 -5.3480
H 3.2745 5.3434 3.1002
H 2.5966 -5.8259 1.6312
C 1.6057 -3.7587 -5.9741
C -3.8617 7.9794 0.9464
H 1.8557 -4.2152 -2.9836
C -3.8838 -6.9195 -4.3258
H -4.1140 -5.4970 -2.7361
H -2.7843 -0.2994 3.8605
C 7.1313 4.2550 3.6311
C 2.9935 -3.7682 -5.9807
C -3.8353 -4.7211 -6.0177
O -2.0879 1.5808 4.4214
C -3.5882 7.2069 2.0666
C 7.1160 1.9236 4.2218
H -3.6413 -8.0991 -6.1008
C -2.2820 2.4196 1.8198
H 0.8188 5.6180 3.0473
H 1.0698 -2.8610 -6.2559
C 5.7438 4.2655 3.6340
C -2.6071 0.2435 -4.6852
C -2.7687 1.0177 2.1388
H 1.0126 -3.9788 1.2080
C 1.5936 -6.0497 -5.2440
H -5.9869 -1.8383 -0.1699
C 3.6247 -2.5057 5.1987
C 5.7286 1.9316 4.2238
C 2.4348 -5.4728 0.6208
O -1.3245 0.6135 6.5460
H -0.9844 5.4096 0.8601
C 3.6427 -1.8260 2.8892
C -6.2791 -1.8602 -2.2942
H 3.2072 -2.4287 6.1944
C 3.1177 -6.0553 -0.4384
H 2.2844 -1.0585 4.3619
H 1.2983 9.6791 1.7909
H -1.3901 -2.9153 -4.7463
H 0.9483 2.4827 0.9121
C -8.8537 -2.7323 -1.7320
H -5.2726 -1.5232 -2.5137
C 2.8421 6.2939 2.8130
C 3.6814 -4.9172 -5.6162
H -3.3082 8.4365 -1.0742
H -2.8309 1.4453 -2.9230
H 7.6788 5.1591 3.3983
H -2.7207 2.7424 0.8792
H 3.5393 -2.8800 -6.2713
H 3.7544 9.4030 1.8380
C -1.7017 -1.9585 -4.3477
H -1.2016 2.4763 1.7274
H 4.7637 -4.9240 -5.6208
C 1.5439 -4.4361 0.3827
C 1.0414 1.6349 2.8999
H 1.2779 3.2690 4.2637
C 1.4638 6.4488 2.7841
H 0.2431 0.9935 2.5273
C -2.0633 6.9054 -0.2354
C 1.3360 -3.9847 -0.9135
C -4.0031 -5.6392 -3.8035
H -3.7419 0.8884 1.6787
C 5.0447 3.1042 3.9330
H -9.8562 -3.0763 -1.5129
C -7.9666 -2.4755 -0.6963
C -2.5141 0.4899 -3.3224
H -0.1782 -4.8956 -5.5959
H 5.1811 1.0249 4.4503
C 0.9082 7.6667 2.4189
C 3.6666 7.3576 2.4745
H 3.9603 3.1071 3.9423
H -1.9387 -0.2950 -1.4070
C 4.6768 -3.3760 4.9501
C -3.7109 -6.0010 -6.5403
H -4.1799 7.3256 2.9650
C -7.1677 -2.1149 -3.3294
C -1.6132 -1.7124 -2.9849
H -3.9054 -7.7771 -3.6658
H -0.1664 7.7839 2.4027
N 2.7889 1.6044 1.1867
H -3.9628 0.9949 3.8985
H -0.3676 3.0956 3.6997
H 1.0471 -6.9391 -4.9580
C -3.0978 7.8303 -0.2028
C 2.0188 -4.5658 -1.9724
C -8.4550 -2.5497 -3.0487
C 2.9816 -6.0575 -5.2478
H 6.0261 -4.1574 3.4772
C 2.9084 -5.6029 -1.7345
H 3.2411 -1.2145 2.0903
H -9.1476 -2.7475 -3.8565
C -2.9372 0.7526 3.6259
H 3.4413 -6.0552 -2.5584
C 4.6927 -2.6997 2.6417
C -2.0155 -0.4870 -2.4706
C 0.9053 -4.8998 -5.6045
H 1.8004 0.9792 3.3200
H 5.2105 5.1795 3.4055
H -3.5940 -6.1415 -7.6072
C 0.5181 2.5367 3.9980
C 1.6623 2.3875 1.7277
H 3.5179 -6.9555 -4.9681
C -2.5529 6.2840 2.0333
H -4.0715 -3.5409 -4.2416
H 0.6419 -3.1749 -1.0987
H -1.4672 6.7899 -1.1314
O 0.2427 1.8108 5.2094
H -2.2700 -1.1726 -6.2613
C 3.1080 -1.7344 4.1668
H -2.6111 3.1297 2.5736
Br -1.6123 -0.3126 1.3115
C -1.7920 6.1309 0.8828
H 4.7423 7.2384 2.4978
H -2.3335 5.6843 2.9087
H 2.7886 1.6294 0.1769
H -4.6701 8.6984 0.9696
H -1.2330 -2.4800 -2.3228
H -6.8544 -1.9753 -4.3561
H 5.0820 -3.9783 5.7530
H 5.1084 -2.7761 1.6453
H 3.8122 -6.8651 -0.2536
*
```

Its gap between HOMO and LUMO is 9.38 eV. The calculation puts the LUMO energy at 0.339 eV. The value obtained for the electronic energy is -151832.2431 eV. The calculation puts the highest occupied orbital energy at -0.33236 Eh.

=====

Record 6
Formula: C21H17IrN5S
Source: OMol25
Level of theory: ωB97M-V/def2-TZVPD

Structure (ORCA input):
```
! wB97M-V def2-TZVPD RIJCOSX def2/J DEFGRID3
* xyz 4 6
C -1.3626 3.8484 -0.6629
S -0.1972 2.6084 -0.8713
C -3.2840 5.9357 -0.3353
C -1.7970 1.3968 0.7933
H 4.8718 -5.5959 -0.5217
H -2.7970 -2.9151 3.6771
C -3.0966 0.2670 2.5901
N 1.9282 -1.2960 -1.2130
H -4.1329 -0.8475 4.1216
C -1.2053 5.0857 -1.3175
N -0.7007 1.3776 0.0773
C -2.4786 3.6497 0.1505
N 1.2112 -3.0526 0.7528
C 3.8099 -2.6797 -1.8929
H 5.4419 -4.0258 -2.3273
Ir 0.4612 -0.8881 0.1562
C 2.2530 -0.4320 -2.1937
C 4.5902 -3.8413 -1.6854
H -4.0177 6.7218 -0.1977
C 3.3284 -0.6101 -3.0391
H 0.4460 -3.6646 0.4713
C 3.1664 -4.4536 0.1498
H 1.3987 -3.2417 1.7360
H -2.0470 7.0751 -1.6706
H -0.3452 5.2673 -1.9573
C -2.1874 6.1343 -1.1474
H 1.6144 0.4332 -2.3111
C -2.1083 0.2263 1.6209
H 3.5397 0.1241 -3.8026
N -1.3577 -0.8964 1.4015
H -4.3216 4.5531 0.9353
C 4.1113 -1.7350 -2.8886
C -1.6348 -1.9704 2.1332
H -1.0565 -2.8586 1.9286
H 2.9280 -5.1506 0.9459
C -3.3651 -0.8680 3.3584
H -3.5258 2.3674 1.3316
H -3.6606 1.1647 2.8095
C -3.4497 4.7144 0.3061
N -2.6672 2.4678 0.8006
H 4.9632 -1.8984 -3.5384
C 4.2771 -4.7074 -0.6821
C 2.6958 -2.4384 -1.0595
C 2.3899 -3.3485 -0.0500
C -2.6298 -2.0034 3.1175
*
```

Its gap between HOMO and LUMO (spin up / spin down) is 5.57 / 2.49 eV. The calculation puts the LUMO energy (spin up / spin down) at -13.768 / -16.865 eV. The value obtained for the electronic energy is -43131.9269 eV. The calculation puts the highest occupied orbital energy (spin up / spin down) at -0.71061 / -0.71139 Eh.

=====

Record 7
Formula: C4H11N3O
Source: OMol25
Level of theory: ωB97M-V/def2-TZVPD

Structure (ORCA input):
```
! wB97M-V def2-TZVPD RIJCOSX def2/J DEFGRID3
* xyz 0 1
N -1.2013 1.7032 -0.5738
N 0.0667 -2.2032 1.3431
H -0.8413 -0.2670 -2.0795
N -0.1243 -0.0756 0.4285
H -0.5447 -1.1557 -1.8540
C -0.2933 0.8050 -0.7737
C 1.0627 1.0905 -1.4025
H 1.5519 0.1560 -1.6823
H 0.0643 -3.1954 1.1781
H -0.2068 -1.8930 2.2584
C -0.2529 0.5090 1.7545
H 0.9359 1.7100 -2.2888
H 0.6119 0.2899 2.3856
H -1.1248 2.4655 -1.2398
O 0.0917 -1.9110 -0.9010
H -0.3359 1.5871 1.6339
C -0.0197 -1.4014 0.2498
H -1.1551 0.1657 2.2698
H 1.7148 1.6206 -0.7065
*
```

Its gap between HOMO and LUMO is 9.09 eV. The calculation puts the LUMO energy at 0.754 eV. The value obtained for the electronic energy is -10841.9287 eV. The calculation puts the highest occupied orbital energy at -0.30619 Eh.

=====

Record 8
Formula: C31H31N5OPS4Sc
Source: OMol25
Level of theory: ωB97M-V/def2-TZVPD

Structure (ORCA input):
```
! wB97M-V def2-TZVPD RIJCOSX def2/J DEFGRID3
* xyz 0 1
S 0.2085 0.1769 -4.0397
C -5.2719 -1.0054 -1.2946
C -4.4299 -0.1501 1.2133
C -3.6008 -0.9598 0.4528
C 5.8498 1.6071 -0.3192
H 4.1245 2.8514 -0.0854
H -5.5728 -1.3271 -2.2840
C 0.5160 -0.8932 0.8497
C 3.4621 3.4099 4.3905
C -1.9151 -1.7825 -2.0023
C -0.5774 3.6328 -1.0882
C -5.6819 0.2199 0.7374
C 1.5739 -0.7559 3.0589
C -0.0503 -2.1070 1.2557
C 2.2148 2.3409 2.6203
H -0.6859 -2.6629 0.5703
C 1.0763 3.6583 4.3003
H -0.2836 -3.5757 2.8051
C 4.5471 1.8634 0.0788
C -2.6479 -4.6760 -4.1563
H -1.9708 4.9695 -0.4856
H -5.1986 -3.7220 -1.1779
H -2.6926 -5.6166 -3.6032
H -3.5313 -4.6124 -4.7933
C 1.0407 2.8786 3.1550
H -0.6547 5.6750 -1.3506
N -1.1478 4.8528 -1.0486
H -6.3277 0.8457 1.3391
C 1.3423 -0.2478 1.7772
N 1.1906 2.3440 -2.0129
N 0.5631 3.5717 -1.7927
Sc 0.3496 0.2418 -1.0653
N -3.6109 -3.1857 -2.4150
C 5.6360 -0.6495 0.4769
C 4.3354 -0.3830 0.8911
C -2.5580 -3.5090 -3.2350
C 3.7779 0.8760 0.6981
H 6.4358 2.3842 -0.7936
H 2.2049 -0.2194 3.7608
S -1.2991 2.3214 -0.3161
C -4.4506 -4.2080 -1.7981
H -2.6240 -1.2595 0.8138
S 2.4489 -0.5670 -2.2063
H -4.9606 -4.7542 -2.5867
H 0.1569 4.0603 4.7075
H 0.7971 4.3310 -2.4149
C 6.3954 0.3433 -0.1220
H 2.3227 4.5338 5.8188
H -3.8643 -4.8988 -1.1878
N -3.1497 -2.1731 -1.5823
C 1.5286 -0.8974 -3.6948
C -6.1024 -0.2134 -0.5134
H 7.4060 0.1311 -0.4466
H -1.7635 -4.6951 -4.7886
H -0.5822 -2.6176 -3.5915
H 0.9861 1.9702 -2.9512
H 6.0492 -1.6402 0.6157
H -7.0724 0.0782 -0.8944
H 3.7436 -1.1707 1.3406
C 0.9838 -1.9531 3.4286
C -1.5107 -2.6644 -3.0370
S 1.8857 -2.2296 -4.6222
H 4.4126 3.6138 4.8675
C 0.1726 -2.6342 2.5186
P 2.0548 1.2855 1.1355
H 1.1519 -2.3594 4.4185
C -4.0331 -1.3741 -0.7977
O -1.3714 -0.7595 -1.5105
C 3.4255 2.6200 3.2445
H 2.1889 2.4169 -1.8621
H 4.3468 2.2140 2.8451
H 0.0888 2.6772 2.6735
C 2.2914 3.9268 4.9227
H -4.0926 0.1868 2.1852
*
```

Its gap between HOMO and LUMO is 6.39 eV. The calculation puts the LUMO energy at 0.010 eV. The value obtained for the electronic energy is -115480.9995 eV. The calculation puts the highest occupied orbital energy at -0.23453 Eh.

=====

Record 9
Formula: C23H18BeCl2N5O2
Source: OMol25
Level of theory: ωB97M-V/def2-TZVPD

Structure (ORCA input):
```
! wB97M-V def2-TZVPD RIJCOSX def2/J DEFGRID3
* xyz 1 1
H -3.7959 2.6922 0.0658
O -0.0002 -1.1979 -1.2581
H 5.7539 0.6437 0.7384
C -4.3056 -2.0874 -0.7370
C 5.0357 0.0413 0.1990
H -6.1069 -1.7908 0.3990
H 1.1015 3.5365 -0.3179
C -0.0134 -2.1490 3.4118
C 3.1639 -1.5358 -1.2585
C -5.0290 0.0350 0.2011
Cl 0.0009 1.8561 3.2243
H -0.0103 2.3372 -2.7078
N -1.9018 0.6604 -1.4796
C -0.0066 -1.5313 1.0952
H -2.4744 -2.1180 -1.8688
C -3.8730 0.5806 -0.3435
H 3.8097 2.7004 0.0371
H -0.0086 -3.0273 -0.4579
H 1.6496 3.6750 -1.9891
N -3.3638 1.8797 -0.3408
H -1.6408 3.6945 -1.9392
C 2.9486 -0.1750 -1.0526
H 6.1103 -1.7845 0.4134
H -4.5084 -3.1384 -0.8906
C -1.2441 2.9798 -1.2139
C 4.3049 -2.0891 -0.7143
H -1.0728 3.5098 -0.2781
C -5.2230 -1.3164 -0.0043
H 2.4710 -2.1278 -1.8408
C -2.2054 1.8488 -1.0219
H 4.5051 -3.1421 -0.8575
H -0.0158 -3.5682 1.8266
C 1.2568 2.9813 -1.2418
C -0.0052 -1.9494 -0.2649
C 3.8796 0.5837 -0.3479
N 3.3736 1.8842 -0.3581
C -0.0021 -0.1511 1.4114
H -0.0101 -0.5005 4.7988
O 0.0030 0.7727 0.5052
Be 0.0037 0.4647 -1.0676
C -0.0123 -2.5206 2.1005
N 1.9053 0.6562 -1.4794
N 0.0014 2.3617 -1.6952
C 5.2262 -1.3125 0.0076
C -0.0091 -0.7870 3.7556
H -5.7443 0.6330 0.7490
C 2.2134 1.8489 -1.0360
C -3.1648 -1.5308 -1.2788
C -0.0037 0.1809 2.7862
Cl -0.0203 -3.3343 4.6749
C -2.9461 -0.1727 -1.0590
*
```

Its gap between HOMO and LUMO is 7.72 eV. The calculation puts the LUMO energy at -3.200 eV. The value obtained for the electronic energy is -61135.6579 eV. The calculation puts the highest occupied orbital energy at -0.40126 Eh.

=====

- Among the records above, which one has the highest electronic energy?
  CH7N2